This record from the Open Molecules 2025 dataset describes a 15-piece molecular cluster, C72H172B6F24N9O5 overall at a distorted geometry. The level of theory is ωB97M-V/def2-TZVPD.

Calculated values
Lowest unoccupied orbital energy   -4.0256 eV
Net charge   +3
HOMO-LUMO gap   10.31 eV
HOMO level   -14.33 eV
Multiplicity   1

```
288
C72H172B6F24N9O5 ωB97M-V/def2-TZVPD
C -6.23 -1.78 1.37
C -5.22 -0.97 2.19
C -4.91 -1.69 3.45
N -3.84 -1.06 4.25
C -3.99 0.44 4.51
C -2.53 -1.24 3.44
C -1.50 -1.62 4.49
C -2.06 -1.31 5.85
C -3.55 -1.67 5.60
H -6.45 -1.40 0.37
H -7.21 -1.81 1.89
H -5.84 -2.76 1.22
H -5.51 0.05 2.42
H -4.28 -0.97 1.64
H -4.64 -2.76 3.35
H -5.82 -1.64 4.11
H -4.94 0.47 5.04
H -4.01 1.12 3.62
H -3.19 0.84 5.17
H -2.33 -0.30 2.93
H -2.74 -2.02 2.74
H -0.55 -1.15 4.30
H -1.29 -2.67 4.41
H -1.90 -0.27 6.20
H -1.75 -2.04 6.62
H -4.29 -1.28 6.36
H -3.65 -2.73 5.54
C -1.62 0.01 -4.17
C -0.29 0.25 -3.45
C -0.45 0.06 -1.97
N 0.82 0.10 -1.24
C 0.53 0.22 0.22
C 1.73 1.35 -1.70
C 2.86 0.74 -2.52
C 3.07 -0.62 -1.83
C 1.68 -1.11 -1.36
H -1.86 -1.01 -4.38
H -1.58 0.47 -5.17
H -2.49 0.52 -3.74
H -0.01 1.31 -3.67
H 0.45 -0.34 -3.92
H -0.96 -0.91 -1.73
H -1.03 0.90 -1.54
H -0.09 -0.62 0.52
H -0.11 1.10 0.49
H 1.46 0.23 0.74
H 2.14 1.67 -0.75
H 1.14 2.15 -2.16
H 3.78 1.37 -2.45
H 2.58 0.60 -3.49
H 3.67 -0.55 -0.94
H 3.58 -1.29 -2.52
H 1.78 -1.61 -0.45
H 1.15 -1.78 -2.03
C -5.41 2.75 -7.36
C -4.33 3.74 -7.00
C -4.91 5.06 -6.62
N -3.92 6.02 -5.85
C -3.91 5.68 -4.42
C -4.44 7.38 -6.12
C -3.97 7.75 -7.54
C -2.83 6.74 -7.84
C -2.54 6.00 -6.49
H -5.13 1.95 -7.99
H -6.21 3.17 -7.98
H -5.85 2.46 -6.37
H -3.60 3.89 -7.75
H -3.81 3.38 -6.15
H -5.80 4.82 -5.93
H -5.24 5.60 -7.51
H -4.97 5.72 -4.07
H -3.33 6.47 -3.89
H -3.53 4.64 -4.30
H -4.00 8.03 -5.36
H -5.50 7.34 -5.97
H -3.63 8.78 -7.65
H -4.73 7.70 -8.32
H -1.96 7.21 -8.24
H -3.24 6.02 -8.59
H -1.93 6.63 -5.88
H -2.21 4.98 -6.64
C -2.76 -3.79 -2.58
C -4.25 -3.32 -2.45
C -5.16 -4.55 -2.36
N -6.59 -4.49 -2.56
C -6.90 -4.01 -3.92
C -7.30 -3.64 -1.43
C -7.33 -4.60 -0.21
C -7.50 -5.96 -0.88
C -7.27 -5.76 -2.37
H -2.11 -2.90 -2.54
H -2.54 -4.27 -3.53
H -2.52 -4.45 -1.72
H -4.53 -2.75 -3.35
H -4.31 -2.65 -1.58
H -4.94 -4.98 -1.39
H -4.75 -5.28 -3.16
H -6.52 -4.56 -4.76
H -6.60 -2.95 -3.99
H -8.02 -4.06 -3.89
H -8.28 -3.37 -1.85
H -6.66 -2.76 -1.29
H -8.17 -4.45 0.48
H -6.40 -4.42 0.37
H -8.55 -6.33 -0.75
H -6.83 -6.67 -0.38
H -8.15 -5.65 -2.98
H -6.72 -6.51 -2.88
C 9.23 -0.54 1.38
C 8.83 -1.93 1.11
N 7.70 -2.21 0.15
C 7.68 -3.67 -0.10
C 6.34 -1.75 0.58
C 5.75 -2.64 1.73
C 8.16 -1.48 -1.15
C 7.39 -1.69 -2.42
O 7.65 -2.97 -2.84
C 6.95 -3.25 -4.08
H 9.95 -0.52 2.20
H 8.35 0.03 1.81
H 9.57 -0.12 0.43
H 8.60 -2.41 2.09
H 9.69 -2.36 0.49
H 7.39 -4.13 0.81
H 8.68 -3.98 -0.35
H 6.92 -3.91 -0.82
H 5.76 -1.88 -0.31
H 6.40 -0.70 0.84
H 6.51 -2.90 2.51
H 5.25 -3.56 1.34
H 4.94 -2.07 2.18
H 9.20 -1.87 -1.19
H 8.04 -0.39 -0.93
H 7.88 -0.92 -3.06
H 6.35 -1.43 -2.46
H 5.89 -3.26 -3.95
H 7.20 -4.24 -4.33
H 7.39 -2.62 -4.82
C 1.91 -10.03 -2.03
C 2.17 -9.21 -0.82
N 1.00 -8.17 -0.52
C 0.81 -7.25 -1.71
C -0.20 -8.94 -0.24
C -1.38 -8.14 0.33
C 1.50 -7.27 0.58
C 1.78 -7.96 1.88
O 3.03 -8.62 1.88
C 4.16 -7.89 2.14
H 2.90 -10.39 -2.48
H 1.47 -9.42 -2.84
H 1.31 -10.87 -1.90
H 3.00 -8.49 -1.04
H 2.28 -9.77 0.09
H 1.78 -6.87 -2.02
H 0.20 -6.43 -1.29
H 0.32 -7.85 -2.51
H 0.07 -9.86 0.38
H -0.50 -9.39 -1.20
H -1.21 -7.89 1.37
H -2.26 -8.73 0.26
H -1.63 -7.28 -0.26
H 0.77 -6.47 0.62
H 2.48 -6.84 0.28
H 1.04 -8.71 2.10
H 1.65 -7.21 2.64
H 4.73 -7.65 1.27
H 4.78 -8.52 2.79
H 3.89 -6.95 2.67
C 1.07 4.63 0.11
C 2.37 4.67 0.82
N 3.23 5.87 0.82
C 2.64 7.03 1.45
C 4.54 5.58 1.46
C 4.40 5.34 2.96
C 3.55 6.29 -0.63
C 4.21 5.27 -1.54
O 3.37 4.24 -1.97
C 3.73 4.02 -3.31
H 0.61 3.70 0.39
H 1.16 4.78 -0.96
H 0.37 5.38 0.45
H 2.86 3.83 0.35
H 2.29 4.43 1.90
H 2.38 6.95 2.49
H 1.84 7.38 0.86
H 3.33 7.87 1.41
H 5.11 6.50 1.27
H 5.10 4.80 0.95
H 5.40 5.28 3.38
H 3.93 4.39 3.21
H 3.96 6.20 3.48
H 4.25 7.16 -0.59
H 2.59 6.59 -1.03
H 5.10 4.85 -1.10
H 4.52 5.95 -2.37
H 2.97 3.32 -3.72
H 4.72 3.55 -3.31
H 3.77 4.85 -3.99
C 2.93 3.61 5.95
C 3.04 2.39 6.84
N 3.38 1.12 6.09
C 3.38 0.04 7.13
C 2.33 0.75 5.14
C 2.73 -0.47 4.29
C 4.78 1.13 5.45
C 5.87 1.81 6.29
O 6.15 0.93 7.39
C 7.14 1.54 8.26
H 2.04 3.42 5.30
H 3.80 3.73 5.32
H 2.75 4.51 6.54
H 2.10 2.17 7.30
H 3.78 2.50 7.57
H 3.53 -0.95 6.73
H 2.33 0.18 7.52
H 4.14 0.19 7.92
H 2.34 1.54 4.45
H 1.36 0.62 5.62
H 2.92 -1.44 4.83
H 3.64 -0.24 3.71
H 1.87 -0.68 3.63
H 4.59 1.59 4.47
H 5.04 0.02 5.38
H 5.53 2.76 6.71
H 6.75 2.01 5.62
H 6.85 2.60 8.37
H 8.14 1.57 7.82
H 7.14 0.88 9.13
C -3.35 5.93 0.68
C -2.92 4.48 0.93
N -3.77 3.47 0.10
C -3.92 3.88 -1.33
C -2.99 2.11 0.22
C -3.67 0.99 -0.57
C -5.23 3.38 0.64
C -5.35 2.67 1.95
O -4.73 3.33 3.05
C -5.63 4.15 3.74
H -4.42 5.98 0.89
H -3.13 6.30 -0.34
H -2.83 6.48 1.48
H -2.93 4.15 1.95
H -1.87 4.35 0.68
H -4.29 4.83 -1.29
H -4.63 3.25 -1.88
H -2.91 3.92 -1.79
H -2.98 1.80 1.28
H -2.00 2.38 -0.16
H -4.66 0.65 -0.15
H -3.01 0.10 -0.60
H -3.77 1.25 -1.64
H -5.79 2.92 -0.17
H -5.59 4.42 0.68
H -4.86 1.72 1.82
H -6.41 2.47 2.14
H -6.05 4.93 3.13
H -5.07 4.59 4.57
H -6.47 3.43 4.03
B -3.07 -4.23 1.11
F -3.39 -5.14 0.08
F -3.43 -2.87 0.66
F -3.74 -4.49 2.29
F -1.66 -4.22 1.33
B 4.70 1.59 1.50
F 3.67 1.35 0.55
F 5.77 2.34 0.99
F 4.23 2.39 2.62
F 5.10 0.34 2.07
B -0.28 2.26 3.41
F -1.57 2.10 2.83
F 0.30 3.52 3.11
F -0.38 2.12 4.87
F 0.54 1.22 2.88
B 3.35 -4.25 -2.11
F 4.27 -3.68 -2.96
F 3.63 -5.68 -1.99
F 3.55 -3.67 -0.80
F 1.99 -4.05 -2.42
B -0.69 4.08 -2.93
F -1.41 3.56 -4.02
F -1.35 5.38 -2.56
F -0.79 3.22 -1.82
F 0.71 4.24 -3.28
B -5.87 2.09 -3.75
F -6.24 1.99 -2.41
F -4.51 1.61 -3.88
F -6.65 1.29 -4.63
F -5.89 3.44 -4.15
```

These are the Löwdin partial charges, in e, on atoms 1 to 6: C -0.066; C -0.230; C -0.149; N -0.241; C 0.040; C -0.047